No. 1
The following is a DFT calculation (ωB97M-V/def2-TZVPD) of a 2-piece molecular cluster, C3H8NO2S overall in a non-equilibrium geometry.

Values from the calculation:
* energy above the lowest of the compared OMol25 structures with the same formula, charge and spin: 1.930 eV
* HOMO: -3.27 eV
* gap between HOMO and LUMO: 7.19 eV
* E_tot: -722.561127 Ha
* E_LUMO: 3.92 eV
* molecular weight: 122.17 g/mol
* total charge: -1

XYZ file:
```
15
C3H8NO2S | the Open Molecules 2025 dataset | ωB97M-V/def2-TZVPD
C -0.60232 -1.41866 0.92936
C 0.89229 -0.87084 0.89834
S 1.24400 -0.36799 -0.78515
N -1.04567 -2.39330 -0.09369
H -1.34325 -0.64533 0.90555
H -0.70624 -1.92470 1.90127
H 1.61056 -1.70557 1.15757
H 1.01113 -0.05962 1.64008
H -0.73094 -3.36273 0.14952
H -0.68614 -2.14421 -0.96388
O -0.18879 2.39698 0.91800
C -0.42536 2.28085 -0.27803
O -1.13260 1.24694 -0.79718
H 0.06532 2.89809 -1.04618
H -0.42122 0.48562 -0.79021
```

Atom charges from the Mulliken analysis, given in e for atoms 1 to 8: atom 1 (C): -0.79, atom 2 (C): -0.44, atom 3 (S): -0.62, atom 4 (N): -0.55, atom 5 (H): 0.35, atom 6 (H): 0.40, atom 7 (H): 0.30, atom 8 (H): 0.24

---

No. 2
The following is a DFT calculation (ωB97M-V/def2-TZVPD) of C7H12F9N3O7S3 as an isolated structure in a non-equilibrium geometry.

Values from the calculation:
* HOMO: -8.07 eV
* gap between HOMO and LUMO: 5.14 eV
* E_tot: -3057.835928 Ha
* E_LUMO: -2.93 eV
* molecular weight: 517.37 g/mol

XYZ file:
```
41
C7H12F9N3O7S3 | the Open Molecules 2025 dataset | ωB97M-V/def2-TZVPD
C 3.40197 -0.71838 2.89663
N 3.74000 -0.43572 1.41759
C 4.28901 -1.73238 0.86595
N 4.74429 -1.67854 -0.57506
C 2.45911 0.04675 0.77369
O 1.31655 -0.89934 0.91209
C 0.16147 -0.45444 0.10206
F -0.14812 0.99030 0.21151
F 0.32322 -0.75711 -1.36021
F -1.05227 -1.17967 0.61902
S 4.86292 0.90155 1.43103
C 4.33704 2.34951 0.31786
O 5.07241 1.53288 2.86229
O 6.31165 0.49211 0.96101
H 4.42840 -0.93616 3.41468
H 2.76885 0.13428 3.38881
H 2.80557 -1.74554 2.88701
H 5.15942 -2.13753 1.57538
H 3.41711 -2.53447 0.94875
H 4.76562 -0.71066 -0.96422
H 5.75947 -1.99821 -0.58160
H 2.12874 1.01803 1.38383
H 2.57305 0.24656 -0.37919
H 4.30602 2.05174 -0.82195
H 5.08510 3.23677 0.53951
H 3.26751 2.73837 0.67718
C -7.01350 -0.41521 -3.75390
F -8.17907 -0.39055 -4.46311
F -6.61397 -1.72219 -3.71952
F -6.08590 0.23467 -4.51963
S -7.17025 0.30817 -2.08729
O -8.17264 -0.52578 -1.41964
O -7.58651 1.69281 -2.32724
N -5.66409 0.09248 -1.64012
S -5.39321 0.62783 -0.17259
O -6.01196 -0.12702 0.92037
O -5.40989 2.08323 0.00253
C -3.62836 0.17984 -0.09201
F -2.89060 0.79029 -1.06806
F -3.42258 -1.16164 -0.25804
F -3.04159 0.51238 1.09463
```

Atom charges from the Mulliken analysis, given in e for atoms 1 to 8: atom 1 (C): -0.88, atom 2 (N): 0.27, atom 3 (C): -0.40, atom 4 (N): -0.51, atom 5 (C): -0.79, atom 6 (O): -0.41, atom 7 (C): 0.86, atom 8 (F): -0.25

---

No. 3
The following is a DFT calculation (ωB97M-V/def2-TZVPD) of a 8-piece molecular cluster, C27H73N3O8 overall in a non-equilibrium geometry.

Values from the calculation:
* energy above the lowest of the compared OMol25 structures with the same formula, charge and spin: 0.000 eV
* structure (SMILES): COC[C@H](C)N.COC[C@H](C)N.COC[C@H](C)N.CC(C)O.CC(C)O.CC(C)O.CC(C)O.CC(C)O
* HOMO: -9.32 eV
* gap between HOMO and LUMO: 9.97 eV
* E_tot: -1838.621663 Ha
* E_LUMO: 0.65 eV
* molecular weight: 567.89 g/mol

XYZ file:
```
111
C27H73N3O8 | the Open Molecules 2025 dataset | ωB97M-V/def2-TZVPD
C 11.57287 9.93436 10.01665
C 11.79049 8.47118 10.55344
C 10.57777 7.60216 10.19910
O 10.44809 7.67905 8.81145
C 9.38183 7.02084 8.34786
N 13.07153 7.97309 10.04087
H 11.96302 10.09346 9.00233
H 12.07101 10.63087 10.71468
H 10.49973 10.17866 9.96898
H 11.88011 8.53963 11.62263
H 9.67952 8.04946 10.65820
H 10.71593 6.54894 10.50801
H 9.50868 5.92186 8.37523
H 9.23278 7.34837 7.30263
H 8.47051 7.27291 8.93484
H 13.05297 6.98359 9.85763
H 13.31782 8.40280 9.15072
C 11.96095 15.50458 14.77112
C 13.32827 15.16050 14.25339
C 14.15123 14.57905 15.41827
O 14.47110 15.44010 16.51819
C 15.56217 16.25595 16.13085
N 13.15410 14.02162 13.28150
H 11.53221 14.59665 15.19614
H 11.22256 15.93647 14.08518
H 12.03804 16.19199 15.60659
H 13.82077 16.02022 13.77774
H 15.12543 14.22262 15.11381
H 13.61098 13.71699 15.80064
H 15.28225 16.96805 15.34494
H 16.41391 15.65883 15.82407
H 15.93580 16.84023 16.92560
H 12.37872 14.34186 12.74692
H 14.00454 14.00350 12.76403
C 16.63990 11.90408 13.35638
C 16.20743 11.27749 11.98198
C 16.08716 9.75947 12.14084
O 15.17545 9.44090 13.20063
C 14.90590 8.08336 13.29576
N 14.99616 11.99426 11.48768
H 17.64267 11.46786 13.56190
H 15.93608 11.64538 14.16433
H 16.77319 12.98724 13.26079
H 17.07543 11.46316 11.33475
H 17.10205 9.48401 12.40665
H 15.72079 9.24734 11.20568
H 15.81567 7.64536 13.74882
H 14.71373 7.68012 12.27710
H 14.07289 7.93589 13.97846
H 14.88773 11.67779 10.54311
H 14.18668 11.69721 12.01825
C 8.20195 13.49889 13.60960
C 8.11982 12.27954 12.70474
C 6.94253 12.49217 11.77179
O 9.23460 11.99776 11.92838
H 7.32698 13.65582 14.22018
H 8.36342 14.42486 13.00352
H 9.07014 13.46008 14.24966
H 7.91182 11.43120 13.35952
H 6.02231 12.70455 12.31699
H 6.74355 11.62084 11.13998
H 7.15620 13.30972 11.07215
H 10.05839 11.88236 12.44519
C 10.15905 7.53365 17.25276
C 9.55938 8.88118 17.67051
C 8.07643 8.88915 17.37172
O 9.86556 9.17377 19.07530
H 9.86820 7.37810 16.22562
H 9.67438 6.74551 17.82260
H 11.23164 7.55410 17.35540
H 10.06775 9.69389 17.18977
H 7.94174 9.03895 16.29549
H 7.51757 9.70834 17.84260
H 7.57115 7.94440 17.57116
H 9.56456 8.45931 19.62166
C 12.68213 10.45528 15.33337
C 11.92892 10.47003 13.99767
C 10.76340 9.51618 14.03241
O 11.50205 11.83655 13.78432
H 13.56925 11.08823 15.24196
H 13.02306 9.45097 15.59832
H 12.09672 10.82001 16.19557
H 12.58543 10.12706 13.19556
H 10.26685 9.53550 13.06892
H 10.05170 9.82889 14.79959
H 11.24608 8.55520 14.17568
H 12.28115 12.42791 13.71836
C 12.60817 10.46739 21.19126
C 13.12140 10.51458 19.76005
C 14.58645 10.89106 19.72212
O 12.89682 9.29445 19.06180
H 12.90263 11.44901 21.59279
H 13.16304 9.72915 21.75929
H 11.54421 10.29912 21.29760
H 12.55966 11.28944 19.19991
H 15.10229 10.33091 20.49191
H 14.67733 11.97148 19.89091
H 15.08885 10.71883 18.75958
H 11.99442 9.00283 19.29206
C 14.36527 6.37114 16.77865
C 15.49818 6.94674 17.64000
C 16.11734 8.17787 16.92255
O 14.98474 7.26681 18.88258
H 13.77694 5.66939 17.35869
H 14.81335 5.91025 15.88746
H 13.71081 7.20723 16.45586
H 16.27201 6.20590 17.84689
H 16.80834 8.64019 17.64233
H 15.36200 8.93196 16.63488
H 16.60833 7.87124 15.96808
H 14.10932 7.70782 18.78932
```

Atom charges from the Mulliken analysis, given in e for atoms 1 to 8: atom 1 (C): -1.02, atom 2 (C): 1.20, atom 3 (C): -1.04, atom 4 (O): -0.28, atom 5 (C): -0.76, atom 6 (N): -0.44, atom 7 (H): 0.48, atom 8 (H): 0.03

---

No. 4
The following is a DFT calculation (ωB97M-V/def2-TZVPD) of C5H13NS as an isolated structure in a non-equilibrium geometry.

Values from the calculation:
* energy above the lowest of the compared OMol25 structures with the same formula, charge and spin: 6.866 eV
* HOMO: -8.04 eV
* gap between HOMO and LUMO: 8.55 eV
* E_tot: -650.991652 Ha
* E_LUMO: 0.50 eV
* molecular weight: 119.23 g/mol

XYZ file:
```
20
C5H13NS | the Open Molecules 2025 dataset | ωB97M-V/def2-TZVPD
C 3.54720 -1.06739 0.72230
C -0.92880 1.50704 0.22201
C -2.41448 -0.66059 0.04963
C 0.21516 -0.67815 -0.16029
C -0.99835 0.01374 0.52351
N 1.92948 1.49665 -0.93046
S 1.80220 0.26789 0.05958
H 2.94258 -1.87706 0.48828
H 4.41329 -0.94889 0.08401
H -0.86097 1.64203 -0.81009
H -0.07077 2.02173 0.58722
H -1.81560 2.09870 0.65375
H -2.38429 -1.01729 -1.01226
H -2.58640 -1.39479 0.88573
H -3.22990 0.08198 0.12824
H 0.16098 -0.64626 -1.26141
H 0.48660 -1.66370 0.15076
H -0.99527 -0.11129 1.62871
H 2.86696 1.39050 -1.44977
H 1.28616 0.93907 1.15599
```

Atom charges from the Mulliken analysis, given in e for atoms 1 to 8: atom 1 (C): -0.59, atom 2 (C): -1.53, atom 3 (C): -1.18, atom 4 (C): -0.84, atom 5 (C): 0.51, atom 6 (N): -0.63, atom 7 (S): 0.27, atom 8 (H): 0.19